No. 1
Below is 23 unconnected molecules or ions with the total composition C66H188N10O23 at a distorted geometry, with properties calculated with ωB97M-V/def2-TZVPD.

Atoms and positions in Å:
C: 5.52 1.91 -3.21
C: 4.05 2.39 -3.35
C: 3.18 1.38 -3.98
O: 3.78 0.94 -5.19
C: 3.98 1.90 -6.13
N: 3.45 2.76 -2.01
H: 6.17 2.63 -2.65
H: 5.95 1.74 -4.19
H: 5.43 0.96 -2.67
H: 3.99 3.31 -3.98
H: 2.19 1.77 -4.07
H: 3.14 0.42 -3.43
H: 4.91 1.63 -6.64
H: 4.26 2.91 -5.84
H: 3.22 2.07 -6.89
H: 3.48 1.94 -1.36
H: 4.04 3.52 -1.65
C: -6.92 4.66 3.63
C: -5.69 4.00 4.17
C: -4.39 4.48 3.41
O: -4.35 3.87 2.14
C: -3.09 3.91 1.55
N: -5.41 4.23 5.59
H: -7.84 4.38 4.08
H: -7.08 4.33 2.60
H: -6.86 5.73 3.62
H: -5.72 2.93 4.05
H: -3.49 4.18 3.96
H: -4.38 5.55 3.35
H: -2.30 3.49 2.16
H: -2.72 4.90 1.29
H: -3.18 3.25 0.65
H: -5.25 5.24 5.79
H: -6.27 3.99 6.11
C: 3.55 -1.72 -1.90
C: 4.85 -2.38 -2.39
C: 5.95 -2.27 -1.37
O: 6.63 -0.99 -1.42
C: 7.45 -0.86 -2.61
N: 4.53 -3.69 -2.79
H: 3.12 -2.37 -1.22
H: 2.78 -1.51 -2.63
H: 3.82 -0.86 -1.32
H: 5.23 -1.79 -3.27
H: 6.65 -3.07 -1.49
H: 5.48 -2.32 -0.37
H: 7.94 -1.80 -2.74
H: 8.25 -0.10 -2.39
H: 6.84 -0.54 -3.48
H: 3.69 -3.95 -3.29
H: 5.30 -4.27 -3.06
C: 0.07 -2.07 6.91
C: 0.80 -2.36 5.64
C: 1.13 -3.84 5.54
O: 0.00 -4.71 5.40
C: 0.38 -6.01 5.77
N: 0.15 -1.61 4.59
H: 0.39 -2.74 7.64
H: -0.99 -2.26 6.72
H: 0.22 -1.06 7.24
H: 1.74 -1.88 5.89
H: 1.49 -4.02 6.56
H: 1.95 -4.05 4.84
H: 0.23 -6.13 6.86
H: 1.47 -6.19 5.57
H: -0.17 -6.71 5.19
H: 0.65 -1.89 3.74
H: -0.82 -1.97 4.41
C: 2.99 5.72 6.30
C: 2.93 4.77 7.47
C: 2.19 5.44 8.67
O: 3.04 6.44 9.20
C: 2.39 7.17 10.20
N: 2.19 3.54 6.96
H: 2.02 5.70 5.78
H: 3.74 5.47 5.60
H: 3.18 6.78 6.68
H: 3.91 4.43 7.86
H: 2.04 4.70 9.40
H: 1.18 5.86 8.32
H: 3.03 7.95 10.54
H: 2.05 6.54 11.02
H: 1.52 7.66 9.80
H: 2.08 2.88 7.69
H: 1.24 3.82 6.59
C: -1.46 5.59 -1.96
C: 0.05 5.36 -1.84
C: 0.58 5.10 -0.46
O: 0.35 6.30 0.31
C: 1.17 6.34 1.51
N: 0.39 4.30 -2.77
H: -2.10 4.71 -1.59
H: -1.68 5.81 -3.02
H: -1.58 6.48 -1.29
H: 0.58 6.21 -2.15
H: 1.69 4.92 -0.49
H: 0.15 4.19 -0.10
H: 2.27 6.10 1.20
H: 0.74 5.58 2.22
H: 1.03 7.31 1.99
H: 1.41 4.15 -2.67
H: 0.01 3.49 -2.29
C: 4.84 -4.15 2.45
C: 3.73 -3.20 2.05
C: 2.43 -4.00 1.88
O: 1.30 -3.14 1.83
C: 0.13 -3.79 1.63
N: 3.59 -2.19 3.07
H: 4.65 -4.61 3.48
H: 5.72 -3.50 2.54
H: 4.97 -4.88 1.61
H: 3.99 -2.64 1.11
H: 2.38 -4.64 2.75
H: 2.47 -4.59 0.96
H: -0.11 -4.55 2.35
H: -0.05 -4.21 0.66
H: -0.62 -3.07 1.82
H: 2.68 -1.73 3.00
H: 3.63 -2.62 3.98
C: -3.88 -4.22 5.54
C: -3.85 -3.99 4.06
C: -4.93 -2.97 3.81
O: -4.96 -2.62 2.45
C: -6.19 -1.88 2.06
N: -2.53 -3.60 3.60
H: -3.18 -3.55 6.04
H: -3.50 -5.20 5.78
H: -4.85 -4.13 6.01
H: -4.25 -4.92 3.57
H: -4.65 -2.07 4.37
H: -5.92 -3.27 4.22
H: -6.82 -1.69 2.94
H: -6.78 -2.55 1.39
H: -5.88 -0.95 1.56
H: -2.52 -3.68 2.59
H: -1.87 -4.32 3.97
C: 0.87 -0.10 -0.42
C: -0.58 0.23 -0.50
C: -1.09 0.56 0.96
O: -2.50 0.69 0.86
C: -3.15 0.71 2.14
N: -0.87 1.33 -1.39
H: 1.42 0.67 0.11
H: 1.18 -0.16 -1.50
H: 1.00 -1.08 0.07
H: -1.17 -0.60 -0.84
H: -0.58 1.52 1.32
H: -0.81 -0.31 1.65
H: -2.59 1.39 2.82
H: -3.15 -0.26 2.63
H: -4.11 1.17 1.98
H: -1.72 1.80 -1.00
H: -1.14 0.96 -2.30
C: -1.89 -4.76 -1.19
C: -3.14 -3.96 -0.94
C: -4.30 -4.93 -0.58
O: -4.34 -5.84 -1.64
C: -5.37 -6.74 -1.51
N: -2.84 -3.00 0.17
H: -0.97 -4.21 -1.41
H: -2.08 -5.42 -2.04
H: -1.68 -5.45 -0.36
H: -3.47 -3.36 -1.85
H: -5.27 -4.39 -0.51
H: -4.13 -5.43 0.39
H: -6.26 -6.17 -1.22
H: -5.09 -7.55 -0.80
H: -5.57 -7.11 -2.53
H: -3.67 -2.47 0.41
H: -2.08 -2.41 -0.13
C: -1.67 6.27 5.48
C: -0.89 5.10 4.84
O: -0.73 4.03 5.78
H: -2.61 5.97 5.84
H: -1.87 7.14 4.82
H: -1.13 6.59 6.34
H: 0.10 5.47 4.51
H: -1.39 4.81 3.95
H: -0.76 3.21 5.22
C: -5.29 2.50 -5.55
C: -4.40 3.71 -5.46
O: -3.37 3.46 -4.54
H: -5.91 2.66 -6.39
H: -5.82 2.32 -4.65
H: -4.71 1.64 -5.69
H: -5.09 4.59 -5.23
H: -3.98 3.92 -6.42
H: -2.42 3.59 -4.83
C: 0.10 -1.43 -4.33
C: 0.34 -2.40 -5.59
O: 1.56 -3.12 -5.42
H: 1.03 -1.15 -3.90
H: -0.55 -1.85 -3.55
H: -0.43 -0.55 -4.73
H: 0.30 -1.82 -6.53
H: -0.37 -3.17 -5.68
H: 2.34 -2.56 -5.49
C: -5.21 -0.96 -4.05
C: -3.66 -0.84 -4.03
O: -2.92 -0.70 -2.77
H: -5.64 -0.09 -3.65
H: -5.62 -1.82 -3.46
H: -5.45 -1.12 -5.10
H: -3.37 0.01 -4.73
H: -3.30 -1.78 -4.47
H: -3.51 -0.05 -2.32
C: -0.28 1.57 -5.54
C: -0.08 3.03 -5.93
O: -0.86 3.93 -5.21
H: -0.18 1.50 -4.44
H: 0.52 1.09 -6.05
H: -1.26 1.16 -5.80
H: -0.37 3.10 -7.00
H: 0.99 3.28 -5.85
H: -0.52 4.00 -4.26
C: 1.63 1.66 -9.82
C: 1.47 0.33 -9.14
O: 2.58 0.12 -8.25
H: 2.63 1.71 -10.19
H: 1.52 2.43 -9.10
H: 0.87 1.77 -10.51
H: 1.40 -0.38 -9.98
H: 0.47 0.19 -8.70
H: 2.68 -0.77 -7.86
C: 1.82 2.69 3.28
C: 1.42 1.26 3.58
O: 0.16 1.15 4.15
H: 1.68 3.32 4.17
H: 1.22 3.04 2.41
H: 2.86 2.73 2.96
H: 2.05 0.74 4.31
H: 1.41 0.65 2.61
H: 0.09 0.18 4.34
C: 1.73 -6.09 -1.74
C: 1.15 -5.37 -2.95
O: 2.15 -5.34 -3.96
H: 0.92 -6.21 -1.00
H: 2.51 -5.45 -1.34
H: 2.01 -7.11 -2.01
H: 0.85 -4.39 -2.66
H: 0.23 -5.86 -3.27
H: 1.87 -4.69 -4.64
C: -5.44 1.76 -0.55
C: -4.97 2.58 -1.81
O: -4.13 1.75 -2.63
H: -4.60 1.11 -0.22
H: -6.30 1.27 -0.91
H: -5.75 2.47 0.22
H: -4.42 3.44 -1.46
H: -5.82 2.93 -2.34
H: -3.78 2.30 -3.36
C: 0.67 -7.47 -5.96
C: 1.99 -7.87 -6.59
O: 3.20 -7.42 -5.91
H: 0.40 -6.37 -5.94
H: 0.56 -7.79 -4.90
H: -0.17 -7.97 -6.46
H: 2.09 -7.46 -7.63
H: 1.98 -8.99 -6.58
H: 2.92 -6.86 -5.14
C: -2.88 0.34 6.56
C: -3.84 0.95 5.58
O: -3.46 2.21 5.19
H: -2.94 0.82 7.56
H: -1.89 0.33 6.20
H: -3.20 -0.69 6.64
H: -4.84 0.94 6.01
H: -3.79 0.29 4.59
H: -4.03 2.89 5.59
C: 6.05 0.13 1.67
C: 4.78 1.04 1.65
O: 3.93 0.60 0.54
H: 6.81 0.43 0.95
H: 5.70 -0.85 1.42
H: 6.55 0.37 2.62
H: 5.07 2.05 1.46
H: 4.21 1.03 2.51
H: 3.60 -0.24 0.86
C: 4.85 -2.51 -7.62
C: 5.02 -2.00 -6.21
O: 3.74 -1.80 -5.58
H: 4.13 -3.38 -7.59
H: 5.79 -2.90 -7.91
H: 4.48 -1.70 -8.22
H: 5.55 -1.06 -6.27
H: 5.64 -2.70 -5.63
H: 3.59 -0.85 -5.58

Output
Spin multiplicity ... 1
Energy ... -133474.74882 eV

No. 2
Below is a molecular structure, C38H50As3CdN2O18S5, with properties calculated with ωB97M-V/def2-TZVPD.

Atoms and positions in Å:
Cd: -1.10 1.52 0.56
C: 1.38 -1.03 3.04
C: 1.89 0.18 3.83
S: 1.08 1.76 3.46
C: 2.44 2.71 2.72
C: 2.11 3.34 1.37
S: 1.54 2.27 0.03
C: 2.77 0.96 -0.19
C: 2.84 -0.19 0.81
S: 1.22 -0.85 1.25
H: 0.37 -1.27 3.36
H: 2.01 -1.89 3.27
H: 2.97 0.30 3.72
H: 1.73 -0.04 4.89
H: 3.31 2.07 2.64
H: 2.70 3.52 3.40
H: 2.98 3.90 1.02
H: 1.28 4.05 1.46
H: 3.75 1.42 -0.31
H: 2.49 0.57 -1.17
H: 3.34 0.14 1.72
H: 3.46 -0.98 0.38
O: -3.60 1.60 0.56
As: -3.96 2.33 -1.08
O: -2.34 2.46 -1.77
O: -1.50 3.16 -0.82
C: -4.31 0.66 -2.08
C: -5.53 0.79 -2.75
C: -5.99 -0.15 -3.66
C: -5.20 -1.25 -3.94
C: -3.98 -1.40 -3.29
C: -3.52 -0.47 -2.37
S: -1.99 -1.02 -1.55
O: -1.36 -1.90 -2.52
O: -2.48 -1.68 -0.35
O: -1.14 0.13 -1.25
H: -3.31 2.33 1.15
H: -6.14 1.66 -2.55
H: -6.94 -0.01 -4.16
H: -5.52 -2.00 -4.66
H: -3.36 -2.26 -3.51
C: -3.04 6.47 7.78
C: -2.77 5.99 6.38
C: -3.37 4.83 5.89
C: -3.12 4.39 4.60
C: -2.26 5.10 3.78
C: -1.65 6.25 4.25
C: -1.91 6.69 5.54
S: -1.98 4.55 2.10
O: -0.89 5.35 1.60
O: -3.26 4.67 1.44
O: -1.61 3.12 2.29
H: -3.70 5.80 8.31
H: -3.50 7.46 7.77
H: -2.11 6.56 8.35
H: -4.04 4.27 6.53
H: -3.59 3.49 4.23
H: -0.98 6.79 3.59
H: -1.43 7.59 5.90
N: -1.68 0.01 2.24
C: -2.69 -0.53 2.38
N: -3.82 -1.15 2.63
C: -4.18 -2.40 1.95
C: -5.30 -2.13 0.96
O: -6.39 -1.47 1.59
C: -5.99 -0.20 2.06
C: -4.94 -0.36 3.15
H: -4.52 -3.10 2.72
H: -3.31 -2.79 1.44
H: -5.68 -3.07 0.56
H: -4.91 -1.52 0.14
H: -6.87 0.30 2.45
H: -5.57 0.40 1.24
H: -5.36 -0.88 4.01
H: -4.56 0.61 3.47
C: 3.78 -6.46 0.04
O: 3.88 -5.41 -0.93
C: 3.28 -4.25 -0.58
O: 2.59 -4.13 0.40
C: 3.47 -3.21 -1.63
C: 4.70 -2.90 -2.05
As: 5.18 -1.97 -3.70
C: 5.78 -0.27 -2.92
C: 3.42 -1.35 -4.28
C: 2.23 -1.47 -3.71
As: 1.75 -2.34 -2.03
C: 0.90 -3.93 -2.80
C: 1.07 -0.79 -4.38
O: 0.54 -1.19 -5.39
O: 0.71 0.26 -3.68
C: -0.45 0.98 -4.14
C: 3.60 -0.57 -5.56
O: 3.91 0.59 -5.57
O: 3.47 -1.24 -6.72
C: 2.96 -2.58 -6.71
C: 5.88 -3.38 -1.28
O: 5.90 -3.54 -0.08
O: 6.97 -3.53 -2.05
C: 8.16 -3.90 -1.35
H: 4.50 -6.28 0.83
H: 4.01 -7.38 -0.49
H: 2.77 -6.49 0.46
H: 6.66 -0.47 -2.31
H: 4.99 0.18 -2.33
H: 6.05 0.40 -3.74
H: 1.58 -4.45 -3.48
H: 0.01 -3.59 -3.32
H: 0.61 -4.59 -1.98
H: -0.77 1.60 -3.31
H: -1.22 0.27 -4.42
H: -0.17 1.58 -5.01
H: 2.94 -2.88 -7.76
H: 1.96 -2.60 -6.29
H: 3.63 -3.24 -6.16
H: 8.93 -3.96 -2.11
H: 8.02 -4.87 -0.86
H: 8.41 -3.15 -0.60

Output
Spin multiplicity ... 1
Energy ... -321308.23270 eV
Net charge ... -1

no.,Kohn-Sham gap (eV)
1,8.88
2,6.75